Entry 1:
ORCA calculation (the ωB97M-V functional and the def2-TZVPD basis) on a 3-piece molecular cluster, C5H10N2 overall.

Properties
* Kohn-Sham gap: 7.8219 eV
* E_LUMO: 0.242 eV
* energy above the lowest of the compared OMol25 structures with the same formula, charge and spin: 182.1 kcal/mol
* net charge: 0
* E_HOMO: -7.6 eV

XYZ file:
```
17
C5H10N2 the ωB97M-V functional and the def2-TZVPD basis
H -1.51 -0.91 -1.99
C 2.30 0.21 0.90
C 0.36 -0.22 -1.13
C -1.99 -0.27 0.06
H -0.50 1.63 -0.98
N 0.95 0.81 1.10
C 1.02 -0.04 0.13
H -2.22 -1.29 0.37
H 1.21 -1.77 0.95
H -1.50 0.23 0.90
N -0.45 0.89 -1.67
C -1.13 -0.29 -1.18
H 0.54 1.74 1.13
H 2.95 0.94 0.40
H 0.95 -0.78 -1.85
H -2.93 0.24 -0.16
H 1.94 -1.22 1.23
```

Now the Löwdin charges, all in e: number 1, H, carries 0.14; number 2, C, carries -0.13; number 3, C, carries -0.22; number 4, C, carries -0.04; number 5, H, carries 0.09; number 6, N, carries 0.07; number 7, C, carries -0.36; number 8, H, carries 0.09; number 9, H, carries 0.07; number 10, H, carries 0.07; number 11, N, carries 0.08; number 12, C, carries -0.31; number 13, H, carries 0.14; number 14, H, carries 0.06; number 15, H, carries 0.14; number 16, H, carries 0.08; number 17, H, carries 0.03


Entry 2:
ORCA calculation (the ωB97M-V functional and the def2-TZVPD basis) on a 2-piece molecular cluster, C5H10N2 overall in a non-equilibrium geometry.

Properties
* Kohn-Sham gap (spin up / spin down): 8.1612 / 8.4209 eV
* E_LUMO (spin up / spin down): 0.661 / 0.498 eV
* energy above the lowest of the compared OMol25 structures with the same formula, charge and spin: 177.0 kcal/mol
* net charge: 0
* E_HOMO (spin up / spin down): -7.5 / -7.9 eV

XYZ file:
```
17
C5H10N2 the ωB97M-V functional and the def2-TZVPD basis
H -1.13 -1.98 -0.69
H -0.95 -0.26 2.57
N -1.35 -1.53 0.21
C 0.36 1.06 1.21
C -0.06 -0.27 1.87
H 1.71 0.86 -3.07
H -1.66 -2.06 0.98
C 1.43 -0.14 -2.59
H 1.08 1.82 1.48
H -1.70 1.36 0.35
N -0.07 -0.88 0.52
H 2.22 -0.64 -2.08
C -0.71 1.46 0.10
H 0.53 -0.66 -2.84
H -0.55 2.39 -0.33
C 0.19 0.34 -0.14
H 0.66 -0.87 2.45
```

Now the Löwdin charges, all in e: number 1, H, carries 0.08; number 2, H, carries 0.12; number 3, N, carries 0.06; number 4, C, carries -0.13; number 5, C, carries -0.14; number 6, H, carries 0.02; number 7, H, carries 0.05; number 8, C, carries 0.07; number 9, H, carries 0.11; number 10, H, carries 0.07; number 11, N, carries -0.17; number 12, H, carries -0.04; number 13, C, carries -0.06; number 14, H, carries -0.04; number 15, H, carries 0.08; number 16, C, carries -0.19; number 17, H, carries 0.11


Entry 3:
ORCA calculation (the ωB97M-V functional and the def2-TZVPD basis) on a 2-piece molecular cluster, C5H10N2 overall in a non-equilibrium geometry.

Properties
* SMILES string: C#CN/C=C\C.N
* Kohn-Sham gap: 8.9601 eV
* E_LUMO: 0.957 eV
* energy above the lowest of the compared OMol25 structures with the same formula, charge and spin: 80.8 kcal/mol
* net charge: 0
* E_HOMO: -8.0 eV

XYZ file:
```
17
C5H10N2 the ωB97M-V functional and the def2-TZVPD basis
H 3.08 -0.03 -1.05
H -3.06 -1.76 1.09
H 2.23 -1.44 -0.39
C -2.07 -1.46 0.83
C 1.97 0.38 0.75
H 0.12 1.04 1.50
N -0.20 -0.09 -0.22
H -3.03 1.33 -0.20
C 2.78 -0.53 -0.13
H 3.70 -0.82 0.38
C -1.36 -0.69 0.21
C 0.65 0.51 0.72
H 2.53 0.98 1.45
H 0.28 -0.63 -0.92
N -2.58 0.94 -1.01
H -1.75 1.55 -1.30
H -3.29 0.73 -1.71
```

Now the Löwdin charges, all in e: number 1, H, carries 0.07; number 2, H, carries 0.00; number 3, H, carries 0.07; number 4, C, carries 0.07; number 5, C, carries -0.16; number 6, H, carries 0.11; number 7, N, carries -0.03; number 8, H, carries 0.02; number 9, C, carries -0.11; number 10, H, carries 0.07; number 11, C, carries -0.26; number 12, C, carries -0.17; number 13, H, carries 0.09; number 14, H, carries 0.13; number 15, N, carries 0.00; number 16, H, carries 0.07; number 17, H, carries 0.03


Entry 4:
ORCA calculation (the ωB97M-V functional and the def2-TZVPD basis) on an isolated ion of composition C5H10N2 and charge +2 in a non-equilibrium geometry.

Properties
* SMILES string: C[N+]1=CC[N+](C)=C1
* Kohn-Sham gap: 9.3907 eV
* E_LUMO: -11.053 eV
* energy above the lowest of the compared OMol25 structures with the same formula, charge and spin: 60.6 kcal/mol
* net charge: +2
* E_HOMO: -20.4 eV

XYZ file:
```
17
C5H10N2 the ωB97M-V functional and the def2-TZVPD basis
C 0.93 -0.11 -1.39
N 1.13 0.67 -0.10
C 0.11 0.51 0.66
H -1.06 -1.44 -1.81
H -2.85 0.00 1.68
H -2.55 -1.63 0.68
C -2.14 -0.83 1.17
H 0.53 0.55 -2.20
H 2.64 1.92 -0.75
H 2.96 0.83 0.74
C -0.54 -0.82 -1.09
H 2.03 2.17 0.98
H 1.60 -0.94 -1.64
H -0.17 1.08 1.49
C 2.18 1.50 0.19
H -1.40 -1.02 2.14
N -0.79 -0.40 0.22
```

Now the Löwdin charges, all in e: number 1, C, carries 0.09; number 2, N, carries -0.06; number 3, C, carries 0.01; number 4, H, carries 0.17; number 5, H, carries 0.17; number 6, H, carries 0.05; number 7, C, carries 0.15; number 8, H, carries 0.19; number 9, H, carries 0.16; number 10, H, carries 0.18; number 11, C, carries 0.27; number 12, H, carries 0.10; number 13, H, carries 0.17; number 14, H, carries 0.18; number 15, C, carries 0.01; number 16, H, carries 0.16; number 17, N, carries 0.00


Entry 5:
ORCA calculation (the ωB97M-V functional and the def2-TZVPD basis) on an isolated molecule of C5H10N2O in a non-equilibrium geometry.

Properties
* SMILES string: C/N=C\C(O)=C(/C)N
* Kohn-Sham gap (spin up / spin down): 7.5984 / 7.5979 eV
* E_LUMO (spin up / spin down): 0.418 / 0.417 eV
* energy above the lowest of the compared OMol25 structures with the same formula, charge and spin: 78.0 kcal/mol
* net charge: 0
* E_HOMO (spin up / spin down): -7.2 / -7.2 eV

XYZ file:
```
18
C5H10N2O the ωB97M-V functional and the def2-TZVPD basis
H -2.28 0.92 0.91
H 2.27 -1.71 -0.25
N -1.83 -0.93 -0.04
O -0.50 1.58 -0.82
H 2.13 1.71 -0.80
H 2.34 -1.06 1.39
C -0.08 0.31 -0.48
H -3.21 0.58 -0.57
H -0.01 2.22 -0.27
H 0.85 -1.87 0.81
N 2.07 1.18 0.06
C -0.90 -0.82 -0.93
C -2.75 0.13 0.32
H 2.99 0.94 0.40
H -3.54 -0.34 0.92
C 1.67 -1.21 0.53
H -0.40 -1.74 -1.20
C 1.16 0.11 0.04
```

Now the Löwdin charges, all in e: number 1, H, carries 0.08; number 2, H, carries 0.09; number 3, N, carries 0.01; number 4, O, carries 0.02; number 5, H, carries 0.09; number 6, H, carries 0.08; number 7, C, carries -0.33; number 8, H, carries 0.09; number 9, H, carries 0.10; number 10, H, carries 0.07; number 11, N, carries 0.07; number 12, C, carries -0.08; number 13, C, carries -0.13; number 14, H, carries 0.08; number 15, H, carries 0.07; number 16, C, carries -0.05; number 17, H, carries 0.11; number 18, C, carries -0.35


Entry 6:
ORCA calculation (the ωB97M-V functional and the def2-TZVPD basis) on C5H10N2O as an isolated structure in a non-equilibrium geometry.

Properties
* Kohn-Sham gap: 7.7504 eV
* E_LUMO: -0.645 eV
* energy above the lowest of the compared OMol25 structures with the same formula, charge and spin: 221.6 kcal/mol
* net charge: 0
* E_HOMO: -8.4 eV

XYZ file:
```
18
C5H10N2O the ωB97M-V functional and the def2-TZVPD basis
H -2.56 -1.33 0.64
C -0.30 0.17 -0.02
N -1.70 0.46 0.25
N 0.44 1.41 -0.06
H 1.22 -3.00 0.12
H -0.71 -1.85 -0.49
H 2.61 0.97 0.76
O 2.70 -1.17 0.07
C -2.74 -0.49 -0.03
C 2.08 1.69 -0.09
H 2.59 1.37 -1.03
H 0.55 1.51 1.40
H 2.30 2.77 -0.06
C 0.12 -1.30 -0.17
H -2.88 -0.69 -1.08
H -1.79 1.22 -0.81
H -3.34 0.20 0.52
C 1.42 -1.93 0.09
```

Now the Löwdin charges, all in e: number 1, H, carries 0.09; number 2, C, carries -0.33; number 3, N, carries -0.10; number 4, N, carries -0.03; number 5, H, carries 0.09; number 6, H, carries 0.03; number 7, H, carries 0.10; number 8, O, carries -0.24; number 9, C, carries -0.15; number 10, C, carries -0.11; number 11, H, carries 0.05; number 12, H, carries 0.28; number 13, H, carries 0.05; number 14, C, carries -0.05; number 15, H, carries 0.09; number 16, H, carries 0.26; number 17, H, carries 0.07; number 18, C, carries -0.11


- Which formula does entry 4 have?
  C5H10N2